A single C7H10 molecule in a non-equilibrium geometry. Source: OMol25; level of theory: wB97M-V/def2-TZVPD.

The geometry in ORCA input format:
```
! RIJCOSX wB97M-V def2-TZVPD def2/J DEFGRID3
* xyz 0 1
C 0.334 1.562 1.288
C 1.287 2.421 1.677
C 1.552 -0.559 0.874
C 0.455 0.249 0.607
C -0.593 -0.028 -0.374
C -0.736 -1.281 -0.842
C -1.830 -1.694 -1.810
H -0.620 1.975 0.997
H 0.957 3.305 2.202
H 2.306 2.295 1.335
H 2.565 -0.241 0.662
H 1.366 -1.518 1.351
H -1.066 0.778 -0.923
H 0.083 -1.992 -0.803
H -1.912 -2.775 -1.785
H -1.443 -1.427 -2.803
H -2.705 -1.072 -1.653
*
```

As for the SMILES: C=CC(=C)/C=C/C. As for the HOMO energy: -7.15 eV. The value obtained for the energy above the lowest of the compared OMol25 structures with the same formula, charge and spin is 4.761 eV. The calculation puts the LUMO energy at -0.304 eV.

---

15 unconnected molecules or ions with the total composition C19H40Cl28N5O. Source: OMol25; level of theory: wB97M-V/def2-TZVPD.

The geometry in ORCA input format:
```
! RIJCOSX wB97M-V def2-TZVPD def2/J DEFGRID3
* xyz 1 1
N 0.195 0.794 7.820
C 0.422 0.918 6.381
C -0.438 -0.025 5.548
O -1.821 0.218 5.667
C -0.305 -1.495 5.923
N 1.088 -1.927 6.073
C 1.723 -2.667 5.187
N 1.210 -3.157 4.035
C 2.182 -3.853 3.488
N 3.295 -3.830 4.213
N 3.011 -3.064 5.304
H 0.958 1.193 8.352
H 0.094 -0.164 8.129
H 1.473 0.791 6.078
H 0.149 1.940 6.092
H -0.129 0.097 4.501
H -1.988 1.158 5.517
H -0.786 -2.130 5.181
H -0.811 -1.660 6.877
H 1.585 -1.629 6.898
H 2.100 -4.403 2.562
H 4.181 -4.291 4.053
H 3.692 -2.901 6.027
C 0.204 -1.026 1.242
Cl -1.112 -0.202 2.082
Cl 1.084 0.051 0.157
H 0.895 -1.404 1.986
H -0.228 -1.828 0.655
C -0.428 2.543 -2.623
Cl -1.631 3.234 -1.516
Cl 0.135 3.726 -3.809
H 0.420 2.219 -2.034
H -0.888 1.717 -3.149
C 3.884 -7.665 4.567
Cl 2.692 -6.710 5.462
Cl 4.873 -6.646 3.495
H 4.542 -8.148 5.279
H 3.356 -8.385 3.953
C -2.001 4.379 4.307
Cl -0.648 5.445 4.680
Cl -2.556 3.485 5.736
H -2.831 4.976 3.947
H -1.680 3.664 3.559
C 2.823 3.238 -7.018
Cl 3.256 1.523 -6.982
Cl 2.810 3.901 -8.655
H 1.828 3.336 -6.599
H 3.552 3.769 -6.420
C 5.014 3.394 -2.936
Cl 4.216 4.520 -4.044
Cl 4.063 1.920 -2.697
H 5.970 3.115 -3.361
H 5.140 3.889 -1.983
C -1.358 -0.032 -6.079
Cl -1.464 -0.441 -4.350
Cl 0.259 0.503 -6.550
H -1.615 -0.918 -6.647
H -2.061 0.768 -6.280
C 0.554 -8.668 2.426
Cl 0.509 -9.640 3.898
Cl 2.077 -8.851 1.541
H -0.263 -8.973 1.784
H 0.458 -7.626 2.709
C -4.158 0.980 -8.832
Cl -2.878 2.128 -8.411
Cl -4.607 -0.033 -7.455
H -5.024 1.548 -9.149
H -3.792 0.336 -9.623
C -3.481 -0.206 -0.951
Cl -2.143 -1.302 -1.354
Cl -4.343 -0.706 0.506
H -3.068 0.783 -0.791
H -4.173 -0.224 -1.786
C -0.576 0.423 -10.528
Cl -1.266 -1.040 -9.803
Cl -1.618 1.096 -11.785
H -0.473 1.162 -9.743
H 0.381 0.173 -10.968
C -6.298 4.070 7.789
Cl -7.704 4.797 8.568
Cl -5.580 5.126 6.563
H -5.549 3.877 8.546
H -6.612 3.154 7.302
C -6.313 -1.926 -4.133
Cl -6.603 -2.305 -2.431
Cl -4.642 -1.409 -4.408
H -6.499 -2.814 -4.725
H -6.971 -1.115 -4.420
C 7.577 6.330 -3.493
Cl 7.776 5.326 -2.040
Cl 9.030 6.347 -4.490
H 6.760 5.925 -4.078
H 7.365 7.341 -3.170
*
```

As for the HOMO energy: -11.93 eV. The calculation puts the LUMO energy at -2.834 eV.